# 1
Molecular formula: C4H11NO2
Method: DFT, ωB97M-V/def2-TZVPD

Geometry as ORCA input:
```
! RIJCOSX wB97M-V def2-TZVPD def2/J DEFGRID3
* xyz 0 1
C -0.91710 1.08072 2.06311
C 0.15664 0.99507 0.98042
C -0.51275 0.47435 -0.30257
C 0.20666 0.84208 -1.59744
O -0.39074 0.92526 -2.63863
N 1.30321 0.16851 1.34212
H -1.43074 0.12030 2.11568
H -1.63565 1.85199 1.79772
H -0.53837 1.28862 3.05156
H 0.55758 1.97085 0.68430
H -1.53499 0.82102 -0.44238
H -0.55015 -0.61888 -0.35263
H 1.28832 1.04766 -1.50492
H 1.38355 0.11792 2.34906
H 1.26377 -0.79478 1.02418
H -0.65476 -3.70061 -0.37764
H 0.84032 -3.71233 0.11248
O 0.23561 -3.39405 -0.56075
*
```

Calculated values
Structure (SMILES): C[C@@H](N)CC=O.O
Calculated total energy, hartree: -364.21940

# 2
Molecular formula: C4H11NO2
Method: DFT, ωB97M-V/def2-TZVPD

Geometry as ORCA input:
```
! RIJCOSX wB97M-V def2-TZVPD def2/J DEFGRID3
* xyz 0 1
O -1.26168 -1.16886 -1.58286
C -1.99120 -0.49720 -0.86503
O -1.71949 -0.34325 0.44048
H -2.91585 -0.05034 -1.27833
C 1.16688 1.43544 -0.64087
C 1.51801 0.43610 0.46706
C 1.02498 0.86647 1.82984
N 0.89768 -0.87329 0.15569
H 1.55952 1.11792 -1.64389
H 0.07215 1.61285 -0.75244
H 1.61439 2.43339 -0.44768
H 2.64854 0.40345 0.50841
H -0.07940 0.99818 1.77559
H 1.53072 1.80332 2.15543
H 1.25483 0.03640 2.56752
H 1.02602 -1.16201 -0.82629
H 1.36626 -1.53947 0.74104
H -0.82370 -0.88861 0.50387
*
```

Calculated values
Structure (SMILES): CC(C)N.O=CO
Calculated total energy, hartree: -364.24562